(1)
Density functional theory data (wB97M-V/def2-TZVPD) for a 2-piece molecular cluster, C4H9NO2 overall.

```
! RIJCOSX wB97M-V def2-TZVPD def2/J DEFGRID3
* xyz 0 1
C 0.7924 0.0649 -1.1199
C -0.1666 -0.4276 -0.3368
C -0.7360 -1.8007 -0.5322
N -1.0101 0.4183 0.4342
C -0.7492 1.6541 0.9210
O 0.2746 2.2994 0.7753
H 1.3312 -0.6009 -1.7816
H 0.8888 1.1180 -1.3580
H -0.9275 -2.3232 0.3962
H -0.0858 -2.4342 -1.1321
H -1.6930 -1.7385 -1.0700
H -1.9083 0.0375 0.6823
H -1.5750 2.0806 1.5006
O 2.2263 0.5360 0.9009
H 1.6596 -0.2359 0.7534
H 1.6784 1.3523 0.9666
*
```

The frontier orbital gap comes out at 9.3 eV. The energy above the lowest of the compared OMol25 structures with the same formula, charge and spin comes out at 186.0 kJ/mol. Its SMILES is C=C(C)NC=O.O. Its HOMO energy is -8.793 eV. Its energy is -9878.132 eV.

(2)
Density functional theory data (wB97M-V/def2-TZVPD) for a 2-piece molecular cluster, C3H10NO overall.

```
! RIJCOSX wB97M-V def2-TZVPD def2/J DEFGRID3
* xyz 0 2
C -1.9031 0.3886 -0.8657
C -0.7572 0.8235 -0.0138
C -0.5800 2.1051 0.4911
N 0.4642 0.0023 -0.2421
H -1.5328 -0.0273 -1.8289
H -2.5620 -0.3530 -0.4116
H -2.4607 1.2553 -1.2075
H -0.0700 2.3586 1.4124
H -1.2313 2.8840 0.1121
H 0.3351 -0.7351 -0.9594
H 0.8254 -0.5932 0.5130
H 1.2703 0.6291 -0.4821
H 2.6650 -2.4995 1.3830
H 2.1129 -3.3257 0.2027
O 2.0947 -2.4515 0.6000
*
```

The frontier orbital gap (spin up / spin down) comes out at 4.4 / 7.5 eV. The energy above the lowest of the compared OMol25 structures with the same formula, charge and spin comes out at 179.1 kJ/mol. Its HOMO energy (spin up / spin down) is -4.172 / -7.367 eV. Its expectation value of S² is 0.75. Its energy is -6806.890 eV.

(3)
Density functional theory data (wB97M-V/def2-TZVPD) for the molecule C4H9N.

```
! RIJCOSX wB97M-V def2-TZVPD def2/J DEFGRID3
* xyz 0 1
C -0.3171 1.3722 1.3281
C -0.2528 0.2542 0.5730
C -1.4504 -0.1841 -0.1794
N 0.9343 -0.4231 0.3448
C 1.3184 -0.8354 -1.0086
H -1.2709 1.8497 1.4724
H 0.5579 1.7687 1.8078
H -1.4777 0.1313 -1.2285
H -2.3918 0.3440 0.0403
H -1.6366 -1.2500 -0.0908
H 1.6908 -0.1766 0.9602
H 0.6839 -0.3059 -1.7122
H 1.2436 -1.9217 -1.0860
H 2.3684 -0.6232 -1.2210
*
```

The frontier orbital gap comes out at 8.9 eV. The energy above the lowest of the compared OMol25 structures with the same formula, charge and spin comes out at 78.9 kJ/mol. Its SMILES is C=C(C)NC. Its HOMO energy is -7.785 eV. Its energy is -5782.995 eV.

(4)
Density functional theory data (wB97M-V/def2-TZVPD) for a 6-piece molecular cluster, C19H42NO8S overall.

```
! RIJCOSX wB97M-V def2-TZVPD def2/J DEFGRID3
* xyz 1 1
C -0.4528 2.2133 3.2810
S -1.3729 0.7282 3.5652
O -2.5938 1.0011 4.1949
O -1.4693 -0.0056 2.3722
N -0.4742 -0.2475 4.7806
C -0.0192 -1.6222 4.2895
C 1.4321 -1.6360 3.8598
C 1.7423 -0.7908 2.6115
O 2.8348 0.1095 2.8297
H -0.3330 2.7742 4.1941
H -1.0450 2.7486 2.5537
H 0.5191 1.9538 2.8793
H 0.3594 0.2641 5.0749
H -1.0813 -0.3726 5.5935
H -0.1129 -2.2761 5.1433
H -0.7021 -2.0067 3.5458
H 2.0274 -1.2679 4.6870
H 1.6714 -2.6664 3.6540
H 2.0956 -1.4334 1.8256
H 0.8881 -0.2149 2.2827
H 2.7068 0.6094 3.6518
C -3.4803 -2.0366 1.0750
C -2.5548 -3.2227 0.9816
O -2.0235 -3.6727 1.9753
C -2.3124 -3.8033 -0.3844
H -3.5516 -1.7313 2.1156
H -3.0797 -1.2082 0.4897
H -4.4775 -2.2844 0.7100
H -1.8704 -3.0502 -1.0398
H -3.2518 -4.1479 -0.8181
H -1.6288 -4.6449 -0.3045
C -3.3188 6.1570 0.0506
C -3.2014 5.3314 1.3050
O -2.3859 5.5857 2.1632
C -4.1425 4.1620 1.4566
H -2.5862 6.9590 0.0728
H -3.1404 5.5326 -0.8262
H -4.3181 6.5882 -0.0209
H -3.9870 3.4516 0.6424
H -5.1798 4.4964 1.4461
H -3.9350 3.6747 2.4075
C -0.3921 -5.0348 -4.1615
C 0.0058 -3.5900 -3.9877
O -0.7892 -2.7576 -3.6116
C 1.4339 -3.2272 -4.3054
H -1.4408 -5.1588 -3.9025
H -0.2421 -5.3411 -5.1973
H 0.2145 -5.6699 -3.5141
H 1.6557 -3.4642 -5.3468
H 2.1131 -3.7898 -3.6625
H 1.5886 -2.1626 -4.1470
C -0.5454 0.5923 -4.0754
C 0.8141 1.1281 -4.4533
O 1.6239 0.4436 -5.0299
C 1.1205 2.5593 -4.0767
H -0.6282 -0.4405 -4.3987
H -0.6731 0.6315 -2.9920
H -1.3289 1.1843 -4.5525
H 1.0554 2.6823 -2.9941
H 0.4074 3.2330 -4.5543
H 2.1249 2.8144 -4.4042
C 5.8991 0.2286 -1.5546
C 4.5477 0.1256 -0.8942
O 3.7185 -0.6745 -1.2590
C 4.2617 1.0625 0.2547
H 5.9672 -0.4999 -2.3578
H 6.0388 1.2288 -1.9670
H 6.6877 0.0330 -0.8264
H 4.3296 2.1004 -0.0777
H 4.9743 0.8948 1.0625
H 3.2625 0.8699 0.6200
*
```

The frontier orbital gap comes out at 7.4 eV. The energy above the lowest of the compared OMol25 structures with the same formula, charge and spin comes out at 0.0 kJ/mol. Its HOMO energy is -11.000 eV. Its energy is -49081.068 eV.

> What is the energy in the second record?

-6806.890 eV